Record 1
# C20H13Cl4NO7OsS

A structure of composition C20H13Cl4NO7OsS at a distorted geometry (the ωB97M-V functional and the def2-TZVPD basis, OMol25).

Computed properties:
HOMO (spin up / spin down) in Eh: -0.281 / -0.281
Lowest unoccupied orbital energy (spin up / spin down) in eV: -0.95 / -4.24

ORCA input file:
```
! wB97M-V def2-TZVPD RIJCOSX def2/J DEFGRID3
* xyz 0 5
Os 0.22 -1.07 -1.39
Cl 4.16 -6.56 -1.45
Cl 2.06 -5.25 0.49
Cl 5.01 -5.09 -4.06
Cl 3.72 -2.35 -4.80
S -0.90 1.37 5.35
O 1.07 -2.65 -0.56
O -0.85 0.30 -2.28
O 0.15 0.69 6.07
O -2.25 1.08 5.80
O 1.73 -1.47 -2.74
O 0.86 0.87 -0.23
O -0.66 2.77 5.06
N -1.37 -1.42 0.04
C -1.72 1.13 2.72
C -2.32 2.00 -2.89
C -0.41 -1.30 2.30
C 1.06 3.05 0.60
C -1.36 3.66 -0.90
C 3.84 -4.38 -3.03
C -1.87 0.47 1.51
C 3.47 -5.05 -1.83
C -2.41 4.07 -1.68
C -1.22 -0.74 1.31
C -0.92 0.57 3.70
C -2.88 3.24 -2.70
C -0.27 -0.63 3.51
C 1.96 -3.26 -1.30
C -1.27 1.53 -2.07
C 2.53 -4.48 -0.97
C 3.28 -3.17 -3.37
C 2.33 -2.58 -2.51
C 0.39 2.01 -0.26
C -0.75 2.40 -1.08
H -2.26 -1.18 -0.39
H 0.35 -1.02 4.31
H 1.25 3.97 0.04
H -2.68 1.32 -3.66
H -1.32 -2.43 0.17
H 2.00 2.65 0.97
H -2.23 2.07 2.91
H 0.42 3.28 1.45
H -0.99 4.31 -0.13
H 0.11 -2.23 2.11
H -2.49 0.89 0.72
H -2.87 5.04 -1.51
H -3.69 3.56 -3.34
*
```

---

Record 2
# C20H13Cl52O

A cluster of 14 separate species, C20H13Cl52O in total at a distorted geometry (the ωB97M-V functional and the def2-TZVPD basis, OMol25).

Computed properties:
HOMO in Eh: -0.057
Lowest unoccupied orbital energy in eV: 1.10

ORCA input file:
```
! wB97M-V def2-TZVPD RIJCOSX def2/J DEFGRID3
* xyz -1 1
Cl 2.25 2.90 -0.14
Cl -1.95 -5.42 4.84
Cl -3.90 -7.43 4.14
Cl -1.09 -8.04 3.99
Cl -1.88 -8.67 0.01
Cl -3.51 -10.67 -1.30
Cl -0.22 1.46 0.11
Cl -4.13 -7.86 -1.57
Cl 10.71 7.24 -10.24
Cl -4.56 -9.19 0.94
Cl 4.19 7.45 -2.51
Cl -4.34 -5.37 -3.64
Cl 5.80 0.83 -0.58
Cl -8.48 -7.88 1.93
Cl 3.50 4.67 -2.14
Cl -4.69 -6.60 -6.23
Cl 7.51 8.40 -3.40
Cl -10.07 -6.53 -0.07
Cl -12.11 -0.76 -1.47
Cl -8.01 -4.14 1.00
Cl 9.20 9.33 -8.94
Cl -5.43 -5.25 0.38
Cl 7.70 1.56 1.46
Cl -4.11 -1.66 -3.18
Cl 11.99 8.95 -8.30
Cl 10.00 8.08 -1.99
Cl -4.63 0.08 -0.92
Cl -10.19 -2.92 -1.53
Cl -2.02 0.03 -2.13
Cl 0.67 2.33 -2.50
Cl -12.37 -2.98 0.36
Cl -6.98 -5.93 -4.62
Cl -10.22 -1.08 0.69
Cl 5.87 3.53 0.40
Cl 4.36 6.05 0.74
Cl 6.87 7.40 0.34
Cl 10.03 7.02 -7.44
Cl 3.46 5.83 -4.79
Cl 2.04 0.19 -1.13
Cl 5.69 7.29 2.98
Cl 4.49 8.93 0.92
Cl -2.26 -6.22 2.09
Cl -7.33 -4.79 -1.74
Cl 5.97 5.38 -3.42
Cl 9.98 9.24 -4.63
Cl -7.69 -7.99 -0.83
Cl 9.41 6.43 -4.27
Cl 8.02 2.55 -1.24
Cl -2.92 -2.23 -0.60
Cl -10.04 -9.42 0.05
Cl -6.06 -2.56 -0.42
Cl -5.40 -3.84 -5.84
O 0.09 1.31 3.72
C 5.35 7.41 1.25
C -3.42 -0.95 -1.72
C -5.35 -5.43 -5.09
C 1.17 1.72 -0.91
C 0.39 -1.95 4.81
C -2.30 -6.77 3.77
C 6.85 2.11 0.01
C 9.22 8.04 -3.58
C -6.72 -4.18 -0.20
C -11.22 -1.93 -0.49
C -9.07 -7.95 0.27
C 2.69 2.96 4.25
C -0.80 0.17 5.68
C -0.02 1.39 5.19
C 10.48 8.13 -8.73
C -3.52 -9.11 -0.48
C -0.10 -1.16 5.80
C 4.27 5.83 -3.22
C 1.36 1.08 3.17
C 2.57 1.45 4.00
H 1.43 1.65 2.24
H 0.06 -2.99 4.75
H -0.02 -1.56 6.82
H -1.74 -0.03 5.12
H 3.19 3.47 3.42
H 1.44 0.02 2.87
H 3.20 3.16 5.19
H 1.14 -1.66 4.09
H -0.70 2.25 5.35
H 3.45 1.18 3.38
H 2.67 0.88 4.91
H -1.11 0.44 6.70
H 1.69 3.39 4.36
*
```

---

Record 3
# C20H14Br4NNiO4PS2

A structure of composition C20H14Br4NNiO4PS2 (the ωB97M-V functional and the def2-TZVPD basis, OMol25).

Computed properties:
HOMO (spin up / spin down) in Eh: -0.076 / -0.075
Lowest unoccupied orbital energy (spin up / spin down) in eV: 4.06 / 4.06

ORCA input file:
```
! wB97M-V def2-TZVPD RIJCOSX def2/J DEFGRID3
* xyz -2 1
Br -3.49 -2.05 -5.69
Br -0.29 -1.81 -6.55
Br -4.41 -1.13 -2.60
Br 1.90 -0.63 -4.31
Ni -0.42 0.21 -0.09
S 0.64 -2.52 0.27
S 1.02 -3.40 3.59
P 0.90 -3.89 1.67
O -1.25 0.82 1.49
O -2.00 -0.16 -1.02
O 0.49 0.07 -1.71
O -0.83 1.61 3.54
N 1.24 0.59 0.79
C -1.57 -6.67 -0.05
C 2.75 -5.98 2.05
C -0.32 -0.42 -2.62
C 3.87 -6.74 1.76
C -1.70 -0.54 -2.23
C -0.37 -5.20 1.44
C 2.41 -4.88 1.26
C 3.22 -4.55 0.18
C -1.10 -5.71 2.51
C -0.62 -5.69 0.16
C -2.61 -1.02 -3.17
C 0.06 -0.81 -3.89
C -2.29 -7.18 1.03
C -0.48 1.17 2.46
C -2.20 -1.40 -4.46
C 4.36 -5.30 -0.10
C -2.06 -6.70 2.30
C 1.01 0.98 2.19
C 4.68 -6.39 0.68
C -0.87 -1.30 -4.82
H -3.05 -7.94 0.86
H -2.63 -7.08 3.14
H 2.12 -6.23 2.90
H 4.12 -7.59 2.38
H 1.53 1.92 2.42
H 5.57 -6.98 0.46
H -0.90 -5.31 3.50
H 1.38 0.22 2.87
H 4.98 -5.03 -0.94
H -0.08 -5.26 -0.68
H 1.72 -0.31 0.71
H 1.75 1.27 0.24
H 2.94 -3.70 -0.44
H -1.77 -7.03 -1.05
*
```

---

Record 4
# C20H14BrCl3GeN5PdS

A structure of composition C20H14BrCl3GeN5PdS at a distorted geometry (the ωB97M-V functional and the def2-TZVPD basis, OMol25).

Computed properties:
HOMO (spin up / spin down) in Eh: -0.508 / -0.521
ΔE to the lowest compared entry with this formula, charge and spin in kcal per mole: 14.6
Lowest unoccupied orbital energy (spin up / spin down) in eV: -7.24 / -10.22

ORCA input file:
```
! wB97M-V def2-TZVPD RIJCOSX def2/J DEFGRID3
* xyz 2 6
Pd 0.58 0.33 0.32
Br 0.66 2.72 -1.27
Ge 2.00 -0.67 -1.82
Cl 2.61 -1.16 0.32
Cl 3.86 -0.24 -2.73
Cl 1.21 -2.54 -2.49
S 0.17 -0.62 2.56
N -3.70 0.93 -4.91
N -1.06 -1.21 -0.13
N -2.39 1.07 -1.38
N 1.94 1.97 1.01
N -6.75 2.88 -2.14
C -1.03 -2.26 0.73
C 2.06 2.84 0.02
C -1.73 -1.31 -1.27
C 4.99 2.78 3.06
C -3.51 1.74 -1.62
C -4.08 1.36 -3.91
C -2.20 -3.62 -0.87
C -5.71 2.42 -2.34
C -1.92 -0.09 -2.14
C 4.05 3.72 0.90
C -4.42 1.84 -2.59
C 3.09 3.74 -0.10
C 3.96 2.83 1.97
C -0.60 -3.14 3.00
C -2.29 -2.53 -1.69
C 2.87 1.96 1.97
C -1.61 -4.55 1.35
C -0.50 -2.08 2.06
C -1.13 -4.36 2.63
C -1.60 -3.50 0.39
H 5.88 2.24 2.71
H -2.80 -2.59 -2.64
H -2.61 -4.58 -1.18
H 5.31 3.78 3.34
H 4.89 4.40 0.84
H 4.62 2.27 3.94
H 3.14 4.43 -0.94
H -1.17 -5.16 3.36
H -2.04 -5.50 1.07
H -1.84 1.36 -0.60
H -0.24 -2.97 4.01
H -0.99 0.14 -2.66
H -2.67 -0.30 -2.90
H 2.73 1.25 2.77
*
```